1.
{"formula": "C35H34GeMoN2O5", "method": "the ωB97M-V functional and the def2-TZVPD basis", "elements": ["H", "C", "H", "H", "C", "H", "C", "C", "H", "H", "N", "C", "C", "C", "C", "H", "H", "C", "C", "H", "H", "C", "H", "N", "C", "H", "H", "C", "O", "C", "C", "H", "O", "O", "C", "H", "H", "C", "H", "C", "C", "C", "H", "H", "H", "O", "C", "H", "Ge", "C", "H", "H", "C", "C", "H", "H", "H", "C", "H", "C", "H", "C", "Mo", "C", "C", "C", "H", "C", "H", "H", "O", "H", "C", "C", "H", "C", "H", "C"], "xyz": [[1.02, -3.50, -2.10], [1.70, 2.72, -0.44], [-5.25, -0.97, 0.91], [4.38, 0.01, -3.06], [0.73, 3.06, 2.94], [0.32, -3.59, 0.42], [1.34, -0.84, 3.38], [-3.24, -3.83, -1.07], [1.21, 2.23, -1.27], [-1.21, 1.48, -5.34], [-3.67, -0.66, 2.28], [-2.48, -0.93, 1.74], [2.95, -3.06, -2.92], [-0.60, 2.96, 0.51], [-2.71, 1.89, -3.87], [2.07, -2.09, 0.42], [-3.28, 2.55, -4.52], [-0.69, -3.64, 0.02], [2.73, 2.71, 1.47], [0.84, -0.79, 4.33], [-2.32, -1.74, 1.04], [-1.46, -4.77, 0.26], [-2.87, -1.90, -1.92], [-1.55, -0.13, 2.24], [2.63, -0.26, 3.09], [-5.70, -1.03, 2.62], [0.24, -2.45, 2.36], [-2.42, 0.83, -1.73], [2.15, 1.73, 0.55], [0.99, -1.68, 2.32], [1.76, -2.72, -2.29], [-4.06, 2.13, -2.20], [-1.60, 3.58, 0.71], [0.47, 3.69, 3.92], [3.74, 3.42, 0.59], [0.65, 4.59, 0.00], [-4.33, 0.80, 3.73], [0.77, 3.59, 0.40], [-1.68, 1.48, 3.69], [-1.18, -2.60, -0.77], [-2.74, -4.86, -0.27], [3.65, -0.75, -2.84], [3.98, 4.41, 0.97], [-3.34, -5.74, -0.08], [3.14, -4.09, -3.19], [-0.58, 1.63, 0.33], [3.00, 3.45, -0.77], [3.15, 2.20, 2.33], [-0.19, -0.96, -1.10], [1.53, 3.62, 1.78], [2.26, 0.62, -1.97], [0.11, 0.02, -3.85], [3.00, -0.64, 1.83], [-4.93, -1.30, 1.90], [3.19, 0.36, 3.78], [-4.82, -2.38, 1.90], [-2.75, 0.68, -0.71], [3.90, -2.08, -3.18], [-4.23, -3.92, -1.51], [-1.55, 1.30, -4.33], [3.55, 2.92, -1.55], [1.49, -1.40, -1.95], [0.40, 0.31, 1.47], [-3.51, 0.39, 3.16], [-1.24, 0.24, -2.18], [-2.47, -2.70, -1.31], [4.83, -2.34, -3.66], [1.93, -1.45, 1.28], [2.79, 4.46, -1.13], [-1.06, -5.58, 0.86], [0.39, 1.77, 2.82], [1.84, 4.62, 2.06], [-2.20, 0.72, 3.14], [2.45, -0.42, -2.23], [3.90, -0.37, 1.30], [-0.80, 0.48, -3.49], [4.66, 2.85, 0.52], [-3.15, 1.65, -2.57]], "e_above_lowest_kj_mol": 229.7, "mol_weight_da": 731.22, "gap_ev": [7.3205, 6.4291], "e_tot_ha": -3984.7490, "multiplicity": 4, "charge": 1}

***

2.
{"formula": "C35H34IrN4O4", "method": "the ωB97M-V functional and the def2-TZVPD basis", "elements": ["C", "C", "C", "O", "O", "H", "H", "C", "C", "H", "H", "H", "N", "H", "N", "C", "C", "C", "C", "C", "H", "C", "H", "H", "C", "H", "C", "C", "C", "H", "H", "H", "C", "H", "H", "H", "C", "O", "N", "C", "C", "C", "C", "H", "H", "C", "H", "C", "H", "H", "H", "H", "H", "H", "H", "C", "H", "C", "C", "O", "H", "N", "C", "C", "H", "C", "C", "H", "C", "Ir", "H", "C", "H", "C", "C", "C", "H", "H"], "xyz": [[1.14, 3.20, -4.63], [1.82, 1.52, -0.79], [4.37, -1.30, 0.06], [1.34, 0.47, -0.33], [0.42, 0.11, -2.98], [-2.78, -2.83, 1.22], [5.91, 1.31, -1.50], [2.04, 3.34, -2.43], [-4.16, -0.42, 3.14], [0.45, -3.65, -2.44], [-0.97, 2.84, 1.84], [2.85, -1.08, -4.25], [6.67, 0.68, 1.81], [1.11, -4.55, 1.73], [0.04, -2.56, -0.69], [-2.03, -0.35, 2.02], [0.86, -4.07, 0.79], [-4.10, 2.02, -0.58], [-0.44, -2.00, 1.59], [1.56, 2.05, -2.11], [-5.07, 0.51, 0.68], [1.04, -4.57, -0.50], [-5.66, 0.52, -0.98], [-0.28, 1.43, 1.05], [0.22, -2.84, 0.64], [-5.05, -0.98, 3.42], [0.85, 1.31, -3.11], [0.36, 1.66, 3.09], [-3.17, -1.08, 2.41], [-0.05, 1.92, 4.07], [0.73, 0.64, 3.14], [2.92, -2.58, -0.81], [2.72, 2.30, 0.16], [-4.44, -2.61, 1.68], [4.32, -1.77, 1.03], [-4.54, 2.63, -1.37], [-2.68, 1.64, -0.97], [-3.89, -1.55, -0.71], [-1.06, -0.95, 1.20], [5.22, -0.20, -0.13], [-3.41, -2.53, 2.06], [4.48, 0.00, -2.41], [-0.69, 1.79, 1.99], [2.90, 1.68, 1.04], [-2.83, 2.67, 3.32], [-1.92, 1.01, 2.34], [2.57, 3.90, -1.67], [5.27, 0.45, -1.37], [-0.48, -2.33, 2.63], [2.22, 4.92, -3.85], [2.22, 3.22, 0.47], [-3.52, -4.49, 2.97], [4.50, 0.51, -3.36], [-2.20, -3.50, 3.59], [0.98, 3.65, -5.61], [-4.06, 0.91, 3.47], [-4.85, 1.40, 4.02], [3.63, -1.12, -2.24], [1.85, 3.92, -3.65], [-1.77, 2.44, -1.16], [1.48, -5.51, -0.78], [-2.55, 0.29, -1.06], [0.67, 1.95, -4.37], [-2.93, 1.62, 3.07], [1.21, 2.32, 2.90], [6.02, 0.28, 0.94], [-3.23, -3.48, 3.24], [-3.85, -3.17, 4.09], [-3.71, -0.35, -0.72], [-0.58, -0.54, -1.11], [0.12, 1.39, -5.12], [-4.78, 0.68, -0.36], [-4.05, 2.64, 0.32], [0.52, -3.61, -1.37], [2.84, -1.58, -3.29], [3.59, -1.75, -0.97], [2.16, -2.39, -3.15], [3.66, 2.57, -0.30]], "e_above_lowest_kj_mol": 40.3, "mol_weight_da": 766.90, "gap_ev": [6.5397, 6.2920], "e_tot_ha": -1978.4737, "multiplicity": 5, "charge": -1}

***

3.
{"formula": "C35H34IrN7O4S2", "method": "the ωB97M-V functional and the def2-TZVPD basis", "elements": ["N", "H", "C", "H", "N", "C", "H", "C", "C", "H", "O", "S", "H", "H", "C", "O", "C", "C", "H", "H", "C", "H", "C", "H", "C", "S", "C", "H", "C", "C", "C", "H", "H", "H", "C", "H", "O", "C", "N", "C", "H", "H", "N", "C", "H", "H", "H", "C", "H", "H", "C", "C", "H", "H", "C", "C", "C", "H", "C", "C", "H", "H", "H", "C", "C", "H", "H", "Ir", "C", "C", "C", "N", "H", "N", "C", "H", "H", "C", "H", "C", "O", "N", "C"], "xyz": [[0.47, -0.44, 2.64], [2.80, 3.71, 3.09], [2.12, 1.74, 3.53], [-4.89, -0.83, -2.02], [-2.87, -1.89, -1.75], [-1.38, -2.60, -4.54], [4.49, 2.35, 1.90], [-1.13, 3.62, -1.70], [-3.12, 0.37, -2.00], [-3.53, 4.52, -3.92], [0.66, -2.33, 3.93], [-0.64, -2.64, -0.40], [-4.21, 2.23, -3.52], [5.64, -1.05, 0.32], [-2.84, 0.16, 1.42], [-0.77, 1.65, -0.57], [4.71, -0.90, -1.62], [-1.84, 4.41, -2.56], [3.57, -0.66, 1.56], [3.36, 3.07, 4.64], [-2.65, 1.75, -2.11], [-0.02, -1.22, -5.44], [4.72, -0.88, -0.23], [-0.98, -5.95, -4.44], [-3.62, 0.04, 2.53], [-2.54, -4.50, -1.68], [2.35, -0.44, -1.59], [-3.67, -3.54, -3.56], [-0.78, -4.92, -4.67], [-2.97, 3.90, -3.22], [0.90, 2.65, 5.64], [-0.26, 3.99, -1.18], [0.01, 1.54, 4.05], [3.50, -0.70, -3.37], [2.65, 0.54, 4.32], [-4.43, -0.24, -3.61], [3.38, 0.69, 5.27], [1.13, -1.29, 3.54], [-1.51, -0.05, 1.44], [0.66, -3.24, -5.63], [0.52, 3.14, 3.57], [4.95, 1.54, 3.41], [1.19, 0.28, 1.72], [0.81, 2.27, 4.17], [-3.30, -5.26, -3.76], [1.64, 3.44, 5.82], [2.81, -1.45, 4.59], [1.84, 1.46, 2.04], [-4.69, 0.21, 2.46], [-5.15, 0.88, -2.44], [4.55, 2.46, 2.98], [3.52, -0.69, -2.29], [1.17, 1.80, 6.27], [1.06, -5.35, -5.68], [-3.01, -0.33, 3.73], [2.35, -0.41, -0.20], [-2.10, -2.82, -1.30], [-0.06, 3.03, 5.98], [-2.89, -4.30, -3.46], [-1.67, -3.93, -4.25], [1.56, -2.98, -6.17], [-1.53, 5.43, -2.73], [-2.07, -1.83, -4.22], [3.21, 2.83, 3.59], [0.38, -4.58, -5.36], [-3.60, -0.44, 4.63], [5.28, 3.25, 3.19], [-0.66, -0.37, -0.40], [3.55, -0.64, 0.48], [-0.22, -2.26, -5.22], [-1.50, 2.28, -1.44], [2.35, -0.80, 3.97], [1.43, -0.24, -2.14], [1.14, -0.20, 0.45], [-4.48, 0.03, -2.55], [-3.25, 0.42, 0.46], [-1.16, -0.77, 4.70], [-3.35, 2.61, -2.98], [5.63, -1.08, -2.16], [-0.91, -0.35, 2.61], [2.23, 2.19, 1.16], [-2.38, -0.59, -1.50], [-1.65, -0.51, 3.78]], "e_above_lowest_kj_mol": 259.1, "mol_weight_da": 873.05, "gap_ev": 5.7542, "e_tot_ha": -2939.1034, "charge": 0}

***

4.
{"formula": "C35H34N2O5P2Se2TeTi", "method": "the ωB97M-V functional and the def2-TZVPD basis", "elements": ["C", "C", "C", "H", "C", "H", "H", "C", "C", "C", "H", "H", "H", "H", "H", "C", "H", "H", "H", "C", "C", "H", "H", "O", "C", "C", "C", "C", "Se", "H", "Te", "H", "C", "C", "C", "H", "O", "H", "H", "C", "H", "C", "C", "C", "H", "C", "H", "H", "C", "O", "C", "C", "N", "C", "P", "C", "H", "H", "H", "H", "C", "H", "C", "H", "H", "Ti", "Se", "C", "C", "C", "H", "N", "H", "H", "H", "O", "P", "C", "C", "C", "O", "H"], "xyz": [[-4.17, -0.18, -0.30], [0.35, -5.34, -2.23], [-2.27, -0.54, -2.29], [1.50, 3.98, -5.56], [-2.71, -2.96, 4.33], [0.78, -0.07, 4.25], [-0.11, 5.20, 3.05], [1.51, 3.85, 2.66], [2.37, -0.59, 2.90], [0.17, 4.19, 2.77], [-4.29, -3.16, 5.76], [-0.43, 0.25, -4.98], [4.21, -1.87, 6.05], [-1.86, 3.53, 2.54], [-1.21, 1.25, 1.82], [-0.93, -4.87, -1.94], [-1.23, 2.86, -5.63], [-1.16, 3.14, -3.10], [2.28, 4.59, 2.85], [-3.36, -0.35, 4.46], [2.42, -0.97, 5.29], [2.12, -2.56, -1.41], [5.30, -2.01, 3.84], [-0.04, 4.93, -4.65], [-1.11, -3.58, -1.46], [-4.53, -0.04, -1.63], [-0.33, 2.43, -3.06], [-0.44, 2.11, -5.53], [1.51, -0.22, -3.68], [-2.50, -4.03, 4.31], [-0.40, -2.77, 2.30], [-0.42, 4.97, -3.77], [-0.45, 1.97, 2.11], [1.77, -0.50, 4.16], [0.47, 2.50, -4.36], [-2.57, -0.61, 1.08], [3.81, 1.26, -1.68], [-3.64, 0.70, 4.53], [-1.53, -0.69, -3.07], [-3.58, -0.22, -2.63], [2.44, -4.85, -2.26], [-2.86, -0.50, 0.04], [0.07, -1.11, 1.19], [-3.72, -2.48, 5.14], [-4.91, -0.05, 0.48], [4.30, -1.59, 3.93], [-2.11, -3.23, -1.24], [2.14, 1.57, -5.35], [-0.02, -2.74, -1.26], [3.53, -0.89, -1.10], [-1.90, -0.67, -0.95], [0.98, 3.93, -4.60], [-4.06, -1.19, 5.23], [1.44, -4.50, -2.03], [1.46, -0.04, 1.42], [-2.33, -0.73, 3.62], [0.16, 2.14, -6.45], [-0.78, 1.44, -2.97], [0.49, -6.34, -2.60], [1.94, -0.90, 6.26], [0.88, 1.61, 2.02], [-3.84, -0.10, -3.67], [1.86, 2.56, 2.28], [2.50, 2.08, -3.70], [-1.79, -5.52, -2.09], [2.04, 0.56, -1.18], [0.66, 2.78, -1.40], [1.74, 1.63, -4.34], [-1.98, -2.08, 3.53], [3.70, -1.51, 5.17], [-5.55, 0.22, -1.90], [3.83, 0.35, -0.65], [1.69, 4.17, -3.80], [-1.80, 0.01, 3.03], [2.91, 2.30, 2.17], [-1.07, 0.85, -5.40], [-0.16, -1.05, -0.56], [-0.81, 3.25, 2.49], [3.65, -1.13, 2.79], [1.26, -3.21, -1.56], [4.59, 0.54, 0.37], [4.12, -1.15, 1.82]], "e_above_lowest_kj_mol": 0.0, "mol_weight_da": 958.00, "gap_ev": 5.3897, "e_tot_ha": -8442.8832, "charge": -2}

***

Number 2 is which compound? C35H34IrN4O4

***

What is the charge in the fourth record? -2

***

The highest charge belongs to which entry? C35H34GeMoN2O5